(1)
DFT (ωB97M-V with the def2-TZVPD basis set) results for 3 unconnected molecules or ions with the total composition C32H53Cl2N7O6P2 in a non-equilibrium geometry.

ORCA input file:
```
! wB97M-V def2-TZVPD RIJCOSX def2/J DEFGRID3
* xyz 0 1
C 1.7806 0.8373 2.4626
C 1.9412 -0.5855 1.9087
C 1.6751 -0.6544 0.4004
C 2.6080 0.1673 -0.4527
C 3.9801 0.2408 -0.2172
C 4.8448 0.9671 -1.0209
Cl 6.5331 1.0236 -0.6787
C 4.3316 1.6393 -2.1130
C 2.9593 1.5909 -2.3469
C 2.0905 0.8720 -1.5558
Cl 0.4144 0.8416 -1.9590
C 2.7268 2.4535 -3.5628
O 1.7117 3.0051 -3.8709
N 3.9878 2.5543 -4.2207
C 4.1874 1.6668 -5.3704
C 2.9096 1.4695 -6.1647
O 2.4916 0.3829 -6.4580
C 4.9782 2.4689 -3.1792
O 6.0509 2.9984 -3.1953
O 3.1979 -1.1463 2.2721
C 3.1533 -2.5268 2.5916
C 4.2659 -3.3180 1.9443
C 4.6588 -3.1107 0.6303
C 5.6679 -3.8595 0.0439
C 6.2933 -4.8508 0.7861
C 5.8939 -5.0841 2.0915
C 4.9000 -4.3179 2.6756
H 2.6528 1.1330 3.0405
H 0.9415 0.8505 3.1603
H 1.5301 1.5488 1.6767
H 1.1495 -1.1774 2.3787
H 0.6366 -0.3810 0.2363
H 1.7570 -1.7090 0.1098
H 4.4133 -0.2973 0.6117
H 4.4950 0.6753 -5.0225
H 4.9260 2.0636 -6.0695
H 2.3775 2.3796 -6.4913
H 2.2079 -2.9988 2.3061
H 3.2669 -2.6171 3.6759
H 4.1639 -2.3624 0.0259
H 5.9405 -3.6539 -0.9820
H 7.0778 -5.4352 0.3249
H 6.3729 -5.8785 2.6487
H 4.5822 -4.5055 3.6938
O -2.0737 -1.5380 -5.8217
P -2.7490 -0.3261 -6.3681
N -2.1263 0.9067 -5.3596
C -2.7878 2.1469 -5.0249
C -0.6741 1.0508 -5.3639
N -4.4046 -0.7271 -6.0002
C -5.0706 -0.1366 -4.8527
C -4.6642 -2.1646 -6.0279
N -3.1992 0.6256 -7.6840
C -2.1176 1.1709 -8.5023
C -4.5272 1.0727 -8.0609
H -2.8158 2.8750 -5.8517
H -2.2557 2.6211 -4.1983
H -3.8018 1.9939 -4.6695
H -0.3176 1.6215 -6.2341
H -0.1848 0.0772 -5.3786
H -0.3325 1.5621 -4.4647
H -4.4970 -0.2404 -3.9214
H -6.0416 -0.6138 -4.7069
H -5.2991 0.9175 -5.0201
H -4.3387 -2.6677 -5.1105
H -4.1560 -2.6357 -6.8671
H -5.7366 -2.3333 -6.1580
H -1.8971 2.2129 -8.2426
H -2.3680 1.1268 -9.5637
H -1.2033 0.5896 -8.3708
H -4.8586 1.9095 -7.4379
H -5.2616 0.2761 -8.0067
H -4.5210 1.4152 -9.0984
O -0.5344 0.7080 5.4723
P -1.7745 0.5717 6.2909
N -1.5533 1.8018 7.4612
C -2.0982 1.8059 8.7999
C -1.3953 3.1516 6.9323
N -1.5155 -1.0199 6.9476
C -1.0311 -1.1933 8.3068
C -0.7626 -1.8921 6.0488
N -3.4472 0.4214 6.3872
C -4.2417 1.5126 5.8251
C -4.2222 -0.6085 7.0559
H -3.1823 1.9978 8.8395
H -1.6114 2.5922 9.3790
H -1.8942 0.8841 9.3334
H -2.3576 3.6142 6.6718
H -0.7703 3.1409 6.0398
H -0.8991 3.7938 7.6623
H -0.1283 -0.6056 8.5202
H -0.7991 -2.2455 8.4810
H -1.8013 -0.9520 9.0407
H 0.3164 -1.7019 6.0859
H -1.0914 -1.7660 5.0184
H -0.9436 -2.9342 6.3241
H -4.5885 2.2041 6.6013
H -5.1131 1.1294 5.2920
H -3.6572 2.0829 5.1009
H -4.2485 -0.4477 8.1379
H -3.8459 -1.6054 6.8530
H -5.2523 -0.5891 6.6930
*
```

Results
DFT total energy = -3688.907206 a.u.
SMILES = C[C@@H](Cc1cc(Cl)c2c(c1Cl)C(=O)N(CC=O)C2=O)OCc1ccccc1.CN(C)P(=O)(N(C)C)N(C)C.CN(C)P(=O)(N(C)C)N(C)C
Largest force on an atom = 5.44 eV/Å


(2)
DFT (ωB97M-V with the def2-TZVPD basis set) results for 2 unconnected molecules or ions with the total composition C5H14 in a non-equilibrium geometry.

ORCA input file:
```
! wB97M-V def2-TZVPD RIJCOSX def2/J DEFGRID3
* xyz 0 1
C 0.2275 0.7986 -1.4237
C -1.0645 1.1678 -0.6845
C 0.7494 2.0136 -2.2197
H 1.0040 0.4382 -0.7562
H -0.0641 0.0507 -2.1554
H -1.3279 0.5132 0.1482
H 0.7388 2.8891 -1.5816
H 1.7922 1.8710 -2.5102
H 0.0864 2.1922 -3.0658
H -0.9957 2.1970 -0.3477
H -1.9311 1.0585 -1.3369
C 0.1479 -1.1443 2.0415
C 0.0454 -2.6638 1.9487
H 0.8272 -0.7077 1.3057
H -0.7990 -0.6418 1.9024
H 0.5194 -0.8497 3.0236
H -0.8384 -3.0121 2.4804
H 0.9412 -3.1617 2.3141
H -0.0589 -3.0087 0.9172
*
```

Results
DFT total energy = -198.880786 a.u.
Relative energy (zero: lowest compared OMol25 entry of this formula, charge and spin) = 5.25 kcal per mole
SMILES = CCC.CC
Largest force on an atom = 1.03 eV/Å


(3)
DFT (ωB97M-V with the def2-TZVPD basis set) results for 4 unconnected molecules or ions with the total composition C28H43F14IN3O6 in a non-equilibrium geometry.

ORCA input file:
```
! wB97M-V def2-TZVPD RIJCOSX def2/J DEFGRID3
* xyz 1 1
C -1.9056 2.1914 5.7150
C -0.3416 1.8845 5.5168
C -0.0135 0.7113 4.4674
C -1.1232 0.5210 3.3168
C -1.2479 1.8069 2.3333
C 0.1722 2.3862 1.8941
C 0.1785 3.1377 0.4814
N 0.3648 4.6302 0.6203
C 0.2632 5.4436 -0.4340
N 0.4031 6.8714 -0.3305
C 0.3853 7.5689 -1.6436
C 1.1093 6.7938 -2.8367
C 2.5328 7.3873 -3.2402
F 2.9742 6.9720 -4.5182
F 2.3943 8.8058 -3.3367
C 3.7138 7.0772 -2.2056
F 3.2951 6.6313 -0.9479
F 4.3809 8.3067 -1.9727
F 4.7041 6.2468 -2.7716
C 1.1316 5.1815 -2.6310
C 0.8396 4.4510 -4.0247
C 2.1198 3.8142 -4.7278
C 1.5513 2.9103 -5.9533
I 3.2414 2.4307 -3.4555
N -0.0378 4.8358 -1.7320
H -2.1704 3.1111 5.0944
H -2.5864 1.3085 5.4888
H -2.0434 2.4787 6.8175
H 0.1986 2.8693 5.2865
H 0.0604 1.5316 6.5339
H 1.0221 0.9053 4.0101
H 0.0136 -0.2677 5.0663
H -2.1457 0.2074 3.6940
H -0.7540 -0.3444 2.6519
H -1.8785 1.4777 1.4413
H -1.8844 2.5611 2.9219
H 0.9087 1.5065 1.9029
H 0.5004 3.1219 2.7007
H 0.9729 2.6683 -0.1981
H -0.8198 2.9140 -0.0429
H 0.5498 5.0207 1.5528
H 1.1721 7.1658 0.2807
H -0.7207 7.6626 -1.9450
H 0.7471 8.6324 -1.4810
H 0.4448 6.9509 -3.7621
H 2.0629 4.8150 -2.0978
H 0.1324 3.5762 -3.7801
H 0.3003 5.0889 -4.7937
H 2.8169 4.5698 -5.2181
H 2.3761 2.3507 -6.4945
H 0.9087 3.5515 -6.6559
H 0.9040 2.1059 -5.4445
H -0.9134 5.2101 -2.1301
C 1.3761 -5.2736 1.3883
C 0.3007 -6.0172 2.1560
O 0.1064 -5.4394 3.4591
C -0.6330 -4.3205 3.5037
O -1.1260 -3.7909 2.5411
C -0.7960 -3.8460 4.9448
F 0.3679 -3.8423 5.6209
F -1.6362 -4.6337 5.6425
F -1.2872 -2.5969 5.0268
H 2.3028 -5.2365 1.9662
H 1.5750 -5.7571 0.4362
H 1.0817 -4.2394 1.1937
H 0.6154 -7.0504 2.3160
H -0.6422 -6.0488 1.6043
C 2.5265 -6.9716 -5.4696
C 3.1141 -5.8451 -4.6417
O 2.8037 -6.0177 -3.2492
C 3.5620 -6.9083 -2.5836
O 4.4527 -7.5434 -3.0774
C 3.1585 -6.9589 -1.1126
F 1.8159 -7.0411 -0.9455
F 3.5626 -5.8564 -0.4397
F 3.6817 -8.0092 -0.4646
H 1.4516 -7.0566 -5.2932
H 2.6991 -6.7984 -6.5336
H 2.9695 -7.9330 -5.2017
H 2.6673 -4.8965 -4.9466
H 4.1934 -5.7555 -4.7876
C -4.6791 -3.4749 3.2259
C -4.0823 -3.4041 1.8335
O -4.9553 -4.0211 0.8726
C -6.0017 -3.2797 0.4673
O -6.2347 -2.1661 0.8553
C -6.8156 -4.0327 -0.5814
F -7.0638 -5.3061 -0.2206
F -6.1747 -4.0877 -1.7669
F -8.0081 -3.4636 -0.8158
H -4.9191 -4.5082 3.4881
H -3.9820 -3.0735 3.9648
H -5.6101 -2.9072 3.2878
H -3.1448 -3.9623 1.8110
H -3.8531 -2.3757 1.5428
*
```

Results
DFT total energy = -3403.961120 a.u.
Relative energy (zero: lowest compared OMol25 entry of this formula, charge and spin) = 91.15 kcal per mole
Largest force on an atom = 3.67 eV/Å


(4)
DFT (ωB97M-V with the def2-TZVPD basis set) results for a molecular structure, C32H30N4PdS.

ORCA input file:
```
! wB97M-V def2-TZVPD RIJCOSX def2/J DEFGRID3
* xyz 0 1
Pd 0.5945 -1.7131 0.2379
C 3.3737 0.1329 -0.5329
C 3.4098 -1.1154 -1.3583
C 4.4466 -1.3491 -2.2941
C 4.5056 -2.5421 -2.9441
C 3.5894 -3.5675 -2.6321
C 3.6637 -4.8646 -3.1913
C 2.7982 -5.8230 -2.7553
C 1.8441 -5.5431 -1.7511
C 1.7179 -4.2893 -1.1993
S 0.5409 -3.9916 0.0709
C 2.5921 -3.2660 -1.6801
N 2.4827 -2.0179 -1.1341
H 4.0182 0.9146 -0.9348
H 3.7157 -0.1107 0.4747
H 2.3536 0.4894 -0.4317
H 5.1812 -0.5751 -2.4783
H 5.2826 -2.7351 -3.6756
H 4.4193 -5.0872 -3.9352
H 2.8535 -6.8243 -3.1653
H 1.1971 -6.3328 -1.3899
C -1.7687 4.8707 0.0124
C -2.7389 4.0647 0.8344
C -3.7998 4.6700 1.4998
C -4.6896 3.9319 2.2669
C -4.5385 2.5563 2.3593
C -3.5019 1.9285 1.6860
C -2.5954 2.6792 0.9425
N -1.5257 2.0591 0.2390
C -0.7944 0.9693 0.6538
N -0.7454 0.7774 1.9824
C -0.4559 -0.4052 2.7190
C -0.0113 -1.5941 2.1425
C 0.2258 -2.6598 3.0108
C 0.0409 -2.5537 4.3779
C -0.3987 -1.3579 4.9239
C -0.6531 -0.2697 4.1063
C -1.1236 1.0311 4.7128
N -0.1714 0.2029 -0.1833
C -0.5130 0.2845 -1.5740
C -1.3850 -0.6840 -2.0651
C -1.7685 -0.6929 -3.3942
C -1.2857 0.2833 -4.2522
C -0.4206 1.2511 -3.7646
C -0.0101 1.2720 -2.4307
C 0.9346 2.3594 -1.9722
H -1.9596 5.9366 0.1270
H -1.8483 4.6342 -1.0529
H -0.7388 4.6691 0.3136
H -3.9205 5.7444 1.4215
H -5.5004 4.4278 2.7842
H -5.2360 1.9662 2.9395
H -3.3987 0.8511 1.7244
H -1.4265 2.2925 -0.7358
H -1.1465 1.5236 2.5231
H 0.5704 -3.5989 2.6054
H 0.2417 -3.4040 5.0177
H -0.5464 -1.2625 5.9934
H -1.2088 0.9284 5.7932
H -2.1071 1.3347 4.3385
H -0.4238 1.8510 4.5189
H -1.7366 -1.4471 -1.3806
H -2.4403 -1.4603 -3.7563
H -1.5782 0.2929 -5.2941
H -0.0423 2.0157 -4.4334
H 1.0911 3.0761 -2.7782
H 1.9061 1.9588 -1.6991
H 0.5627 2.9067 -1.1034
*
```

Results
DFT total energy = -1982.571576 a.u.
Relative energy (zero: lowest compared OMol25 entry of this formula, charge and spin) = 4.95 kcal per mole
Largest force on an atom = 0.59 eV/Å


Q: What is the largest force on an atom in the fourth record?
A: 0.59 eV/Å


Q: The lowest largest force on an atom belongs to which entry?
A: C32H30N4PdS